*A*
2 unconnected molecules or ions with the total composition C4H10N2. Source: the OMol25 dataset; level of theory: ωB97M-V/def2-TZVPD.

## Properties
E_LUMO in eV: 1.2
E_HOMO in eV: -8.50

```
! RIJCOSX wB97M-V def2-TZVPD def2/J DEFGRID3
* xyz 0 1
C 4.50981 -0.37002 0.53330
C 4.48808 -0.86133 -0.71248
N 5.21722 -1.97902 -1.13772
H 5.36527 -0.67738 1.13197
H 3.77706 0.27283 0.98831
H 4.14852 -0.16956 -1.48350
H 5.71249 -2.37356 -0.34247
H 5.90293 -1.70958 -1.83734
C -4.17590 0.45228 0.89340
C -5.71923 1.72019 -0.29330
N -4.75711 1.75162 0.51289
H -3.27120 0.71905 1.43045
H -3.94674 -0.15047 0.02973
H -4.85830 -0.05449 1.57378
H -6.18501 2.63389 -0.65842
H -6.20789 0.79554 -0.62860
*
```

Atom charges from the Mulliken analysis, given in e for atoms 1 to 8: -0.7299 0.0569 -0.5117 0.1784 0.2512 0.2838 0.2309 0.2403

*B*
2 unconnected molecules or ions with the total composition C4H10N2. Source: the OMol25 dataset; level of theory: ωB97M-V/def2-TZVPD.

## Properties
E_LUMO in eV: 0.3
E_HOMO in eV: -7.99

```
! RIJCOSX wB97M-V def2-TZVPD def2/J DEFGRID3
* xyz 0 1
C -1.72531 1.68167 -0.67185
C -2.45583 -0.59841 -0.57738
N -1.86691 0.37406 -0.10325
H -2.67104 2.20372 -0.84103
H -1.36389 2.27070 0.18400
H -1.06569 1.71537 -1.47496
H -3.48185 -1.03627 -0.23575
H -2.03696 -1.10204 -1.35339
C 1.03359 -0.83624 1.05094
C 3.06583 -0.46284 -0.26691
N 2.21980 -0.18238 0.73772
H 1.09130 -2.01105 1.41650
H 0.51047 -0.25569 1.86274
H 0.32520 -0.74448 0.17105
H 4.04503 0.02273 -0.32106
H 2.66751 -1.10982 -1.05817
*
```

Atom charges from the Mulliken analysis, given in e for atoms 1 to 8: -0.7963 -0.3074 -0.3316 0.3469 0.2480 0.3268 0.2013 0.3224

Short version: *B* is the least stable of them.